An isolated molecule of C4H2N2O4, computed with the ωB97M-V functional and the def2-TZVPD basis.

Results
Energy above the lowest of the compared OMol25 structures with the same formula, charge and spin, kJ/mol: 151.3
Multiplicity: 1
SMILES string: O=C=C[C@H]1O/C1=N\[N+](=O)[O-]
Energy, eV: -15344.0330
E_LUMO, eV: -0.2
HOMO level, eV: -10.23

Structure (XYZ):
```
12
Properties=species:S:1:pos:R:3:forces:R:3
C 0.9373 -0.4854 -1.6729 0.6 -1.2 0.5
C 0.6463 -1.2162 -0.4246 -0.7 0.3 -1.1
C 0.3555 0.6673 -1.8675 -0.6 1.3 -0.7
C -0.1060 -0.4837 0.5559 0.8 -0.5 0.0
N -1.1775 0.1008 0.8027 -1.6 0.0 -0.4
N -1.3040 0.9529 1.9394 0.4 -0.7 -0.8
O -2.3546 1.5071 1.9961 -0.7 0.5 0.2
O -0.1583 1.6799 -2.0694 0.2 -0.4 0.1
O 1.1644 -0.6152 0.8245 0.7 0.5 1.3
O -0.3837 1.0214 2.6986 0.9 0.2 0.9
H 1.6861 -0.8346 -2.3636 0.0 0.1 -0.2
H 0.6945 -2.2945 -0.4193 -0.1 0.0 0.0
```
Positions in Å, forces in eV/Å.



An isolated molecule of C4H2N2OS, computed with the ωB97M-V functional and the def2-TZVPD basis.

Results
Energy above the lowest of the compared OMol25 structures with the same formula, charge and spin, kJ/mol: 334.3
Multiplicity: 1
Energy, eV: -20037.9742
E_LUMO (alpha / beta), eV: -0.7 / -1.3
HOMO level (alpha / beta), eV: -9.49 / -8.82

Structure (XYZ):
```
10
Properties=species:S:1:pos:R:3:forces:R:3
C 1.5092 -0.7160 -0.2151 -2.8 2.4 1.6
C 1.1746 0.6813 -0.2381 1.2 -0.9 -0.1
C 0.5730 -1.4488 0.5072 1.0 0.4 -0.7
C -0.8800 0.2766 0.6437 -1.1 -0.7 -0.9
N -0.0280 1.1095 0.0783 -2.0 0.6 0.9
N -0.5047 -0.9596 0.9351 -1.7 -0.4 0.9
O -2.9835 0.3760 -1.0782 -0.7 0.0 0.2
S -3.0534 0.2983 0.4047 3.6 0.5 -0.3
H 2.3381 -1.1514 -0.5929 2.7 -0.9 -1.2
H 1.8548 1.5341 -0.4446 -0.1 -1.1 -0.4
```
Positions in Å, forces in eV/Å.



An isolated molecule of C4H2N2OS, computed with the ωB97M-V functional and the def2-TZVPD basis.

Results
Energy above the lowest of the compared OMol25 structures with the same formula, charge and spin, kJ/mol: 82.1
Multiplicity: 1
SMILES string: c1nc2conc2s1
Energy, eV: -20040.5879
E_LUMO, eV: 0.3
HOMO level, eV: -9.42

Structure (XYZ):
```
10
Properties=species:S:1:pos:R:3:forces:R:3
C 1.9251 0.4148 0.0186 -0.5 0.8 0.1
C -0.2175 0.3581 -0.0648 0.0 1.8 0.6
C -1.5328 0.5621 -0.0896 -3.5 -1.4 1.1
C -0.0319 -1.0343 -0.0217 1.9 0.8 0.1
H 2.8546 0.9437 -0.0791 0.8 -0.6 0.3
H -2.3467 1.3435 0.0964 1.8 -1.0 -0.7
N 0.8888 1.1609 0.0911 0.0 0.0 -1.0
N -1.0921 -1.7050 0.1047 -2.5 -0.5 -0.7
O -2.1192 -0.7200 -0.0230 1.2 0.7 0.3
S 1.6719 -1.3238 -0.0326 0.7 -0.7 0.0
```
Positions in Å, forces in eV/Å.



A structure of composition C4H2N6O4, computed with the ωB97M-V functional and the def2-TZVPD basis.

Results
Energy above the lowest of the compared OMol25 structures with the same formula, charge and spin, kJ/mol: 317.6
Multiplicity: 1
Energy, eV: -21297.0006
E_LUMO (alpha / beta), eV: -1.5 / -1.5
HOMO level (alpha / beta), eV: -10.60 / -10.60

Structure (XYZ):
```
16
Properties=species:S:1:pos:R:3:forces:R:3
C 0.9393 0.8599 -1.0135 -0.5 1.4 1.1
C 1.3817 0.0360 0.8102 2.4 0.1 0.4
C -0.6581 0.7305 0.5273 6.8 0.7 -0.4
C 0.0950 -0.9310 -0.4084 1.4 2.1 -1.3
N 1.0644 1.4562 0.3929 -3.2 -1.3 0.8
N 1.5263 -0.4552 -0.5811 -0.3 -0.8 -1.5
N -0.4991 0.3557 -0.8824 -0.9 -0.2 -1.7
N 0.0539 -0.5480 0.9765 -2.2 -0.2 2.6
N -1.7799 1.4004 1.1956 -0.6 0.0 0.2
N -0.3218 -2.2085 -1.0263 -0.8 0.3 -0.3
O -1.5919 2.2266 2.0489 0.8 -0.1 -0.1
O -2.8527 1.0049 0.8175 -0.4 -0.4 -0.5
O -0.6446 -2.1051 -2.1937 0.4 -0.3 0.5
O -0.3434 -3.1797 -0.3161 0.2 -0.2 0.0
H 1.3327 1.5831 -1.8201 -0.9 -1.8 0.8
H 2.2982 -0.2257 1.4729 -2.1 0.7 -0.6
```
Positions in Å, forces in eV/Å.



An isolated molecule of C4H2O2, computed with the ωB97M-V functional and the def2-TZVPD basis.

Results
Energy above the lowest of the compared OMol25 structures with the same formula, charge and spin, kJ/mol: 39.3
Multiplicity: 1
SMILES string: O=CC#CC=O
Energy, eV: -8272.1207
E_LUMO, eV: -1.0
HOMO level, eV: -10.99

Structure (XYZ):
```
8
Properties=species:S:1:pos:R:3:forces:R:3
O -2.5298 0.3787 0.8522 0.1 -0.4 -0.3
C -2.0036 -0.3591 0.0533 -0.2 0.3 0.2
C -0.5538 -0.3601 -0.0862 0.6 0.4 0.0
C 0.6293 -0.1188 -0.1274 -0.6 -0.2 0.0
C 2.0005 0.3645 -0.0567 0.4 -0.2 0.0
O 2.9741 -0.3459 -0.0195 -0.4 0.3 0.0
H -2.5823 -1.0265 -0.6050 0.1 0.0 0.1
H 2.0655 1.4673 -0.0107 0.1 -0.1 -0.1
```
Positions in Å, forces in eV/Å.



A cluster of 2 separate species, C4H2O2 in total, computed with the ωB97M-V functional and the def2-TZVPD basis.

Results
Energy above the lowest of the compared OMol25 structures with the same formula, charge and spin, kJ/mol: 187.5
Multiplicity: 1
Energy, eV: -8270.5853
E_LUMO (alpha / beta), eV: -1.5 / -1.5
HOMO level (alpha / beta), eV: -10.30 / -10.30

Structure (XYZ):
```
8
Properties=species:S:1:pos:R:3:forces:R:3
C -1.3980 2.2724 -0.2873 -1.3 1.4 0.2
C -0.4397 1.5823 -0.7024 1.6 -2.6 0.0
C -3.2338 -0.4020 0.2206 0.6 -0.6 -1.0
C -0.0024 0.3175 -0.5179 -0.6 1.1 0.4
O -3.9086 0.3534 0.7323 -1.3 1.4 1.3
O -2.5683 -1.1493 -0.3553 0.7 -0.8 -0.3
H 0.2569 -0.0227 0.4749 0.4 0.2 0.2
H -0.0148 -0.4841 -1.2207 0.0 -0.1 -0.9
```
Positions in Å, forces in eV/Å.



An isolated molecule of C4H2O2, computed with the ωB97M-V functional and the def2-TZVPD basis.

Results
Energy above the lowest of the compared OMol25 structures with the same formula, charge and spin, kJ/mol: 175.9
Multiplicity: 1
SMILES string: O=CC#CC=O
Energy, eV: -8270.7056
E_LUMO, eV: -1.2
HOMO level, eV: -11.01

Structure (XYZ):
```
8
Properties=species:S:1:pos:R:3:forces:R:3
C -2.1563 0.0512 -0.2324 1.2 -2.6 1.0
C -0.5743 0.0215 -0.1079 3.8 -1.2 0.4
C 0.7003 -0.1394 -0.0286 -5.3 1.3 -0.9
C 2.1763 0.0493 0.2242 0.0 -7.6 -4.5
H -2.4479 0.9691 -0.7628 -0.5 -0.3 0.2
H 2.1463 0.6990 0.9919 1.8 2.8 2.7
O -2.8749 -0.8692 0.1734 2.1 3.0 -1.2
O 3.0305 -0.7814 -0.2578 -3.2 4.5 2.3
```
Positions in Å, forces in eV/Å.



An isolated molecule of C4H2O2, computed with the ωB97M-V functional and the def2-TZVPD basis.

Results
Energy above the lowest of the compared OMol25 structures with the same formula, charge and spin, kJ/mol: 10.1
Multiplicity: 1
SMILES string: O=C=C=CC=O
Energy, eV: -8272.4232
E_LUMO, eV: -1.5
HOMO level, eV: -9.65

Structure (XYZ):
```
8
Properties=species:S:1:pos:R:3:forces:R:3
O 1.9240 -1.3222 0.5948 -0.3 0.4 -0.3
C 1.1241 -0.6369 0.0087 0.3 -0.2 0.2
C -1.6932 0.3844 -0.6508 -0.3 -0.1 -0.3
O -2.6008 0.1257 -1.3303 0.6 0.3 0.5
C -0.8268 0.8181 0.2433 -0.2 -0.1 -0.2
C 0.3924 0.4975 0.6517 -0.1 -0.1 0.2
H 0.8285 -0.8195 -1.0433 0.0 -0.1 0.1
H 0.8518 0.9529 1.5258 0.0 0.0 -0.1
```
Positions in Å, forces in eV/Å.



An isolated molecule of C4H2O3, computed with the ωB97M-V functional and the def2-TZVPD basis.

Results
Energy above the lowest of the compared OMol25 structures with the same formula, charge and spin, kJ/mol: 732.2
Multiplicity: 1
Energy, eV: -10314.7949
E_LUMO, eV: -0.3
HOMO level, eV: -9.83

Structure (XYZ):
```
9
Properties=species:S:1:pos:R:3:forces:R:3
C -1.9010 0.6981 -1.9501 -0.5 -0.4 -0.5
C -0.8984 0.9437 -0.9215 0.1 0.7 -0.3
C -1.0887 1.0979 0.5656 -0.3 0.1 -0.3
C -0.1327 0.1183 0.1135 0.1 -0.4 0.0
O -1.6562 1.7139 1.3933 -0.1 0.2 0.4
O -1.3670 1.6813 -2.6535 -1.0 -0.7 -0.2
O -0.3215 1.9820 -1.7443 1.4 0.5 0.8
H -0.3665 -0.9365 0.1365 0.0 -0.1 0.0
H 0.9147 0.3579 0.2368 0.1 0.1 0.0
```
Positions in Å, forces in eV/Å.



A structure of composition C4H2O4, computed with the ωB97M-V functional and the def2-TZVPD basis.

Results
Energy above the lowest of the compared OMol25 structures with the same formula, charge and spin, kJ/mol: 411.9
Multiplicity: 1
Energy, eV: -12364.7420
E_LUMO, eV: -1.6
HOMO level, eV: -10.05

Structure (XYZ):
```
10
Properties=species:S:1:pos:R:3:forces:R:3
C -1.7301 -0.6431 0.2228 -5.6 3.4 -4.7
C -0.3765 -0.0177 -0.0745 -1.8 0.9 3.3
C 0.2212 1.2591 0.0866 -0.7 -4.2 -1.8
C 1.6931 -0.3440 -0.1738 7.4 -1.1 -0.6
H -1.8864 -1.6720 1.1823 0.4 3.5 -3.4
H -0.1509 2.2174 -0.1829 -0.2 0.6 0.4
O -2.7484 -0.0240 -0.6804 6.2 -4.7 6.7
O 1.5923 1.0239 0.0289 -2.0 -0.6 -0.1
O 2.8105 -0.7881 -0.5171 -4.5 0.9 1.3
O 0.5753 -1.0116 0.1081 0.9 1.3 -1.1
```
Positions in Å, forces in eV/Å.